one) An isolated molecule of C2H7N3O2, computed with ωB97M-V with the def2-TZVPD basis set.

Calculated values
Orbital gap (spin up / spin down) ... 0.3277 / 0.3366 hartree
E_HOMO (spin up / spin down) ... -0.3118 / -0.3201 Ha
Charge ... 0

CARTESIAN COORDINATES (ANGSTROEM)
O1 1.98750 -1.22852 -0.91960
O2 3.87748 0.23738 0.28104
N1 2.61321 0.49229 0.40255
N2 1.70989 -0.25213 -0.18425
N3 0.40167 0.26347 0.01551
C1 -0.42632 0.02387 -1.13599
C2 -0.33293 -0.37950 1.19113
H1 -1.20354 0.30896 1.45129
H2 -0.49208 -1.41908 1.07934
H3 2.39829 1.22810 1.03762
H4 -0.40452 -0.93412 -1.45204
H5 -1.42945 0.05733 -0.75342
H6 -0.26455 0.77396 -1.89346
H7 0.42030 -0.31560 2.05475

***

two) A cluster of 3 separate species, C2H7N3O2 in total, computed with ωB97M-V with the def2-TZVPD basis set.

Calculated values
Structure (SMILES) ... N#[N+][O-].[H]/N=C\C.O
Orbital gap ... 0.3835 hartree
E_HOMO ... -0.3626 Ha
Charge ... 0

CARTESIAN COORDINATES (ANGSTROEM)
O1 -1.21593 -0.67797 -4.26828
O2 1.07696 0.22351 4.51023
N1 -0.49037 1.24847 3.17605
N2 0.26847 0.69217 3.79475
N3 0.06816 -0.71445 1.45464
C1 0.09948 0.23398 0.68078
C2 0.48991 0.30321 -0.74537
H1 -0.41399 1.09503 1.19117
H2 -0.28164 -0.45624 -4.06156
H3 0.99453 -0.58142 -1.03713
H4 -1.51745 -1.18392 -3.44838
H5 0.28927 -1.62361 1.13342
H6 -0.32528 0.21146 -1.46984
H7 0.95787 1.22978 -0.91048

***

Which of them is most stable? Easy: two).

***

one) A cluster of 2 separate species, C2H7N3O2 in total, computed with ωB97M-V with the def2-TZVPD basis set.

Calculated values
Structure (SMILES) ... C/N=[N+](\[O-])O.C=N
Orbital gap ... 0.3744 hartree
E_HOMO ... -0.3495 Ha
Charge ... 0

CARTESIAN COORDINATES (ANGSTROEM)
O1 0.43266 -2.65817 -0.12290
O2 1.52793 -0.86548 -0.56502
N1 1.47230 1.60419 -0.45563
N2 -0.60208 -0.67878 -0.08114
N3 0.34025 -1.46511 -0.26798
C1 0.53683 2.39608 -0.21088
C2 -1.67027 -1.36142 0.62362
H1 -2.35854 -2.05493 -0.05621
H2 1.57660 0.14158 -0.72139
H3 -1.36969 -1.87608 1.49452
H4 -2.37516 -0.63136 0.88682
H5 2.33695 2.12029 -0.52712
H6 -0.36840 1.83134 -0.14620
H7 0.52063 3.49784 0.14951

***

two) A cluster of 2 separate species, C2H7N3O2 in total, computed with ωB97M-V with the def2-TZVPD basis set.

Calculated values
Structure (SMILES) ... C=NON.C=NO
Orbital gap ... 0.3745 hartree
E_HOMO ... -0.3348 Ha
Charge ... 0

CARTESIAN COORDINATES (ANGSTROEM)
O1 0.36821 -0.56970 0.82953
O2 -1.60369 0.05190 -1.39782
N1 -0.26207 0.19903 -1.75907
N2 0.01166 1.07282 0.82154
N3 -0.48793 -1.46549 1.41269
C1 0.41390 -0.87608 -1.56620
C2 1.03575 1.78111 0.92311
H1 -0.04290 -1.84375 -1.38365
H2 -1.95741 0.94824 -1.47617
H3 1.46798 -0.81671 -1.78319
H4 2.05496 1.40174 0.85244
H5 -1.41917 -1.36336 1.01044
H6 -0.47525 -1.36596 2.42567
H7 0.89598 2.84622 1.09069

***

Which of them is most stable? Easy: one).

***

one) An isolated molecule of C3H5N3OS, computed with ωB97M-V with the def2-TZVPD basis set.

Calculated values
Structure (SMILES) ... Nn1cc(S)c(O)n1
Orbital gap ... 0.3277 hartree
E_HOMO ... -0.2982 Ha
Charge ... 0

CARTESIAN COORDINATES (ANGSTROEM)
S1 2.81879 -0.93615 -0.00704
O1 1.37644 1.99463 -0.00613
N1 -2.38836 -0.78879 -0.00743
N2 -1.06113 -0.37834 -0.00761
N3 -0.70659 0.91680 -0.00685
C1 1.12585 -0.43034 -0.00035
C2 -0.00019 -1.21712 -0.00581
C3 0.60759 0.88434 -0.00976
H1 -2.82630 -0.40887 0.83884
H2 -2.85994 -0.37633 -0.83387
H3 0.76463 2.76015 0.03147
H4 -0.15387 -2.30723 0.01917
H5 3.30309 0.28726 -0.00465

***

two) A structure of composition C3H5N3OS, computed with ωB97M-V with the def2-TZVPD basis set.

Calculated values
Orbital gap ... 0.2853 hartree
E_HOMO ... -0.3256 Ha
Charge ... 0

CARTESIAN COORDINATES (ANGSTROEM)
S1 -2.08466 -0.58229 -2.47567
O1 1.34017 0.90155 1.39994
N1 -1.68082 1.23896 -0.54607
N2 1.96199 -0.86293 -0.72907
N3 0.29128 0.11631 0.80339
C1 0.78225 -0.66285 -0.36430
C2 -0.68021 1.12752 0.39027
C3 -1.98243 -0.16973 -0.91773
H1 2.56521 -0.57956 0.03993
H2 0.19872 -1.11978 -1.16419
H3 1.89529 -0.05138 2.09317
H4 -1.99767 -1.24075 0.17274
H5 -0.60914 1.88491 1.29758

***

Which of them is most stable? Easy: one).

***

one) An isolated molecule of C3H5N3OS, computed with ωB97M-V with the def2-TZVPD basis set.

Calculated values
Structure (SMILES) ... N/N=C/C(=O)NC=S
Orbital gap ... 0.2990 hartree
E_HOMO ... -0.3257 Ha
Charge ... 0

CARTESIAN COORDINATES (ANGSTROEM)
S1 0.54100 3.55335 -1.71995
O1 -2.13372 0.39734 -0.12639
N1 0.99650 -1.18636 0.42117
N2 -0.13771 1.17256 -0.71669
N3 1.35589 -2.30336 1.11990
C1 -0.56076 2.47605 -1.08171
C2 -0.91726 0.16089 -0.20751
C3 -0.30998 -1.01724 0.22485
H1 2.26773 -2.21942 1.51604
H2 0.59403 -2.99597 1.52322
H3 0.87149 1.03111 -0.91656
H4 -1.57786 2.73178 -0.72015
H5 -0.98936 -1.80072 0.68377

***

two) An isolated molecule of C3H5N3OS, computed with ωB97M-V with the def2-TZVPD basis set.

Calculated values
Structure (SMILES) ... [H]/N=C(/NC=O)NC=S
Orbital gap ... 0.3236 hartree
E_HOMO ... -0.3457 Ha
Charge ... 0

CARTESIAN COORDINATES (ANGSTROEM)
S1 -0.89268 2.84738 -0.44915
O1 -2.83740 -1.63495 0.72707
N1 -0.95928 -0.39663 0.16891
N2 0.95476 0.80205 -0.12152
N3 1.05119 -1.56436 0.05919
C1 -1.60147 -1.55118 0.58033
C2 0.56552 2.02897 -0.38126
C3 0.45422 -0.45198 0.01658
H1 1.96770 0.75851 -0.47948
H2 -0.82642 -2.30756 0.80514
H3 1.45518 2.55198 -0.73186
H4 -1.40612 0.46750 0.07130
H5 2.07481 -1.54974 -0.26524

***

Which of them is most stable? Easy: two).

***

one) An isolated molecule of C5H7Cl, computed with ωB97M-V with the def2-TZVPD basis set.

Calculated values
Structure (SMILES) ... ClC1CC=CC1
Orbital gap ... 0.3652 hartree
E_HOMO ... -0.3286 Ha
Charge ... 0

CARTESIAN COORDINATES (ANGSTROEM)
Cl1 0.86986 -1.33452 -1.74601
C1 -1.28999 -0.01630 0.47851
C2 -0.13036 -1.00252 0.74380
C3 0.45679 0.94594 -0.57191
C4 0.95583 -0.47355 -0.29716
C5 -0.88718 1.02116 -0.28992
H1 -1.60570 1.54460 -0.76417
H2 1.97098 -0.58619 0.02104
H3 0.83852 1.54572 -1.44658
H4 -2.26216 -0.12523 0.96455
H5 0.26943 -0.87197 1.80059
H6 0.97728 1.49044 0.24212
H7 -0.16331 -2.13758 0.86513

***

two) An isolated molecule of C5H7Cl, computed with ωB97M-V with the def2-TZVPD basis set.

Calculated values
Orbital gap (spin up / spin down) ... 0.2618 / 0.2671 hartree
E_HOMO (spin up / spin down) ... -0.2671 / -0.2809 Ha
Charge ... 0

CARTESIAN COORDINATES (ANGSTROEM)
Cl1 3.13725 0.35906 0.10913
C1 -1.21304 0.54111 -0.18176
C2 0.29299 0.64139 0.04782
C3 -1.55138 -0.87770 0.50917
C4 1.21623 0.71367 -0.83887
C5 4.20988 -0.74747 -0.32761
H1 -1.30209 -1.67062 -0.19466
H2 -2.52021 -0.82330 0.96630
H3 -0.93263 -1.21976 1.41425
H4 -1.61340 0.57830 -1.18197
H5 0.62033 0.34726 1.06243
H6 -1.72840 1.29206 0.44813
H7 1.38446 0.86600 -1.83234

***

three) A cluster of 2 separate species, C5H7Cl in total, computed with ωB97M-V with the def2-TZVPD basis set.

Calculated values
Orbital gap ... 0.2920 hartree
E_HOMO ... -0.3260 Ha
Charge ... 0

CARTESIAN COORDINATES (ANGSTROEM)
Cl1 1.69991 -3.01487 -2.22568
C1 0.60440 2.74687 0.67387
C2 -0.26164 1.76114 0.24068
C3 -1.25138 1.21421 -0.51835
C4 0.51074 -2.54655 -1.00691
C5 -1.27197 0.68037 0.81914
H1 0.50602 3.30385 1.67837
H2 -2.20437 0.56711 1.38989
H3 -0.48704 -2.59811 -1.46838
H4 1.41974 2.74715 -0.03082
H5 0.78834 -3.21361 -0.23644
H6 0.56583 -1.47839 -0.55379
H7 -0.61857 -0.16918 1.23841

***

Which of them is most stable? Easy: one).

***

one) A cluster of 2 separate species, C6H12N2O2 in total, computed with ωB97M-V with the def2-TZVPD basis set.

Calculated values
Structure (SMILES) ... C[C@H](N)CCC#N.O=CO
Orbital gap ... 0.3867 hartree
E_HOMO ... -0.3652 Ha
Charge ... 0

CARTESIAN COORDINATES (ANGSTROEM)
O1 1.13646 2.08998 0.71442
O2 3.25056 1.42368 0.33493
N1 1.13360 -0.73186 -1.03838
N2 -4.29182 0.28253 -0.08851
C1 0.15606 -1.78139 -0.73321
C2 -1.90885 -0.27812 -1.03001
C3 -3.24326 0.03473 -0.50890
C4 2.01584 1.25860 0.81544
C5 -1.10665 -1.19444 -0.09331
C6 0.79394 -2.80645 0.19785
H1 2.01301 0.45731 1.57382
H2 0.98215 -2.36588 1.18818
H3 -2.03802 -0.74975 -2.01645
H4 3.28637 2.22935 -0.20108
H5 0.13871 -3.67862 0.32324
H6 2.00956 -1.14377 -1.34946
H7 -1.38624 0.67733 -1.19040
H8 1.75289 -3.15869 -0.20896
H9 -0.14736 -2.30650 -1.65922
H10 0.81516 -0.12345 -1.78799
H11 -1.74697 -2.02994 0.22381
H12 -0.82279 -0.63404 0.81022

***

two) A cluster of 2 separate species, C6H12N2O2 in total, computed with ωB97M-V with the def2-TZVPD basis set.

Calculated values
Orbital gap (spin up / spin down) ... 0.2269 / 0.2870 hartree
E_HOMO (spin up / spin down) ... -0.2215 / -0.2583 Ha
Charge ... 0

CARTESIAN COORDINATES (ANGSTROEM)
O1 0.63134 -2.15170 -1.28614
O2 0.70475 -2.73492 0.90846
N1 2.32044 -0.68131 1.54852
N2 -1.17396 0.62380 -0.64666
C1 -1.17142 2.06146 -0.53164
C2 1.02637 -1.87235 -0.14921
C3 -1.25174 0.09059 -1.98429
C4 -1.17275 -0.51273 1.58003
C5 1.92665 -0.86749 0.23106
C6 -0.86958 -0.13761 0.37493
H1 -2.05939 2.46054 -1.02293
H2 -0.28693 2.48785 -1.01341
H3 -2.24321 0.29318 -2.39459
H4 2.20504 -1.51901 2.10146
H5 -1.05653 -0.97915 -1.96329
H6 3.23007 -0.25811 1.65943
H7 -0.48566 -1.11134 2.15633
H8 -2.14149 -0.32334 2.03454
H9 0.14492 -3.42206 0.52817
H10 2.24982 -0.13911 -0.49127
H11 -0.50061 0.55348 -2.62731
H12 -1.17617 2.35117 0.51721

***

three) A structure of composition C6H12N2O2, computed with ωB97M-V with the def2-TZVPD basis set.

Calculated values
Orbital gap ... 0.3735 hartree
E_HOMO ... -0.3509 Ha
Charge ... 0

CARTESIAN COORDINATES (ANGSTROEM)
O1 1.36653 -1.53082 -2.17496
O2 -0.20467 1.10417 3.08096
N1 -0.85851 1.23538 -1.81078
N2 -0.79495 -0.81317 2.57958
C1 1.61039 -0.64572 -1.10223
C2 0.33180 -0.49547 -0.27732
C3 -0.36219 0.32880 2.06320
C4 -1.86154 0.91451 -0.79413
C5 -0.83091 -0.07960 -1.16968
C6 0.60349 0.43021 0.90995
H1 0.60654 1.49030 0.61284
H2 -1.14873 -0.87925 -1.84280
H3 -1.79144 1.43650 0.16183
H4 2.41379 -1.03338 -0.45428
H5 0.10073 -1.50478 0.10131
H6 1.60517 0.21135 1.31260
H7 1.92881 0.34398 -1.47565
H8 -0.14439 1.84905 -1.42244
H9 2.12823 -1.53795 -2.75961
H10 -1.06731 -1.49729 1.88294
H11 -2.88240 0.79001 -1.16155
H12 -0.74845 -0.11682 3.74021

***

four) An isolated molecule of C6H12N2O2, computed with ωB97M-V with the def2-TZVPD basis set.

Calculated values
Structure (SMILES) ... CCCN(CC(C)=O)N=O
Orbital gap ... 0.3647 hartree
E_HOMO ... -0.3364 Ha
Charge ... 0

CARTESIAN COORDINATES (ANGSTROEM)
O1 1.00495 1.49017 -0.20155
O2 -2.42324 -0.00053 1.05042
N1 -0.83211 -0.70699 -0.13349
N2 -1.77062 -0.94834 0.77890
C1 -0.20220 1.62096 -0.30107
C2 -1.04001 2.81056 0.23147
C3 0.05667 -1.82482 -0.49807
C4 -1.02441 0.41339 -1.00372
C5 1.84129 -1.14628 1.22776
C6 1.48232 -1.37344 -0.27278
H1 -2.10953 0.66735 -1.14311
H2 -0.41711 0.32064 -1.82694
H3 -0.40960 -2.80034 -0.14598
H4 1.69842 -2.13146 1.69834
H5 2.10837 -2.09423 -0.82655
H6 -0.11262 -2.03865 -1.68734
H7 -1.28597 2.73593 1.26871
H8 1.58048 -0.40340 -0.87756
H9 1.14458 -0.37346 1.67272
H10 -1.83906 2.95407 -0.40728
H11 -0.22228 3.51574 0.07220
H12 2.77167 -0.68687 1.32492

***

Which of them is most stable? Easy: one).